Below is C18H23IIrN4OS2Si as an isolated structure, with properties calculated with the ωB97M-V functional and the def2-TZVPD basis.

Structure (XYZ):
```
51
C18H23IIrN4OS2Si (the ωB97M-V functional and the def2-TZVPD basis)
Ir -0.62 -0.93 -1.81
C 2.90 -0.98 -1.15
Si 1.67 -1.61 -2.37
C 1.50 -3.46 -2.33
C 1.76 -0.84 -4.05
H 3.87 -1.10 -1.65
H 2.93 -1.58 -0.25
H 2.82 0.08 -0.88
H 2.51 -3.87 -2.50
H 0.86 -3.84 -3.12
H 1.17 -3.84 -1.37
H 2.77 -1.03 -4.41
H 1.61 0.24 -4.07
H 1.08 -1.31 -4.77
O -3.59 -0.08 -3.33
S -3.22 -1.48 -3.53
N -1.89 -1.94 -3.01
N -0.72 -1.17 0.17
S 0.34 -0.59 1.30
C 0.04 1.14 1.48
C 1.18 1.95 1.48
C 1.02 3.32 1.57
C -0.25 3.86 1.66
C -1.38 3.05 1.66
C -1.24 1.67 1.57
C -0.31 -1.30 2.80
C -0.82 -2.59 2.76
C -1.25 -3.16 3.95
C -1.15 -2.45 5.15
C -0.62 -1.17 5.16
C -0.19 -0.58 3.98
H -1.68 -1.20 0.51
H 2.17 1.51 1.41
H 1.89 3.97 1.59
H -0.37 4.94 1.73
H -2.37 3.48 1.74
H -2.11 1.02 1.60
H -0.86 -3.16 1.84
H -1.66 -4.16 3.95
H -1.48 -2.91 6.07
H -0.54 -0.62 6.09
H 0.21 0.43 3.99
I 0.92 4.97 -2.15
C -0.12 3.20 -2.21
C -1.45 3.00 -2.55
N -1.70 1.69 -2.47
N -0.59 1.02 -2.09
C 0.38 1.94 -1.93
H -2.22 3.68 -2.86
H -2.56 1.17 -2.70
H 1.37 1.63 -1.64
```

LUMO energy (spin up / spin down)   -7.971 / -8.291 eV
E_HOMO (spin up / spin down)   -14.6 / -14.6 eV
Net charge   +2
Energy above the lowest of the compared OMol25 structures with the same formula, charge and spin   1.106 eV
Total energy   -67517.487 eV
F_max   0.980 eV/A
Spin multiplicity   2